No. 1
Formula: C69H151N7O10
Source: the OMol25 dataset
Level of theory: wB97M-V/def2-TZVPD

Results
SMILES string: CC1(C)CCCC(C)(C)N1O.CC1(C)CCCC(C)(C)N1O.CC1(C)CCCC(C)(C)N1O.CC1(C)CCCC(C)(C)N1O.CC1(C)CCCC(C)(C)N1O.CC1(C)CCCC(C)(C)N1O.CC1(C)CCCC(C)(C)N1O.CCO.CCO.CCO
Gap between HOMO and LUMO: 0.3188 Ha
Calculated total energy: -3854.887873 hartree
ΔE to the lowest compared entry with this formula, charge and spin: 2.412 eV
Total charge: 0
Largest force on an atom: 4.5 eV Å⁻¹

The geometry in XYZ format:
```
237
Properties=species:S:1:pos:R:3:forces:R:3
C -4.58130 -2.56721 -0.54347 2.2 0.3 -1.1
C -4.06868 -1.62950 0.56032 -0.6 1.2 1.7
C -2.56662 -1.54242 0.46340 -0.3 -0.9 -1.3
C -4.62523 -0.16183 0.49059 0.0 -1.7 0.3
C -6.05864 -0.04698 1.00672 0.8 0.4 -1.4
C -6.07596 -0.47241 2.44068 0.9 0.2 -0.1
C -5.67795 -1.93691 2.55599 -0.8 -1.3 0.1
C -5.65892 -2.39332 4.04801 0.7 -0.5 -0.9
C -6.70980 -2.82458 1.85333 0.1 -1.3 -0.2
N -4.35671 -2.13741 1.97383 0.9 1.4 -0.7
O -4.08193 -3.49186 1.92219 0.8 -1.9 0.9
H -5.62086 -2.50871 -0.71183 -1.1 0.1 -0.3
H -4.03447 -2.33950 -1.54502 -0.9 -0.3 1.7
H -4.30495 -3.58162 -0.23357 -0.2 0.2 -0.3
H -2.13015 -2.52674 0.50630 0.2 -0.5 -0.2
H -2.37369 -1.12528 -0.51611 0.4 0.1 -0.4
H -2.05246 -0.97146 1.18055 0.2 1.0 1.2
H -3.99697 0.51213 1.07761 0.2 -0.1 0.1
H -4.55101 0.13005 -0.53604 0.0 0.4 -0.8
H -6.26320 1.01617 0.84381 -0.7 -0.1 0.3
H -6.72160 -0.65947 0.37500 0.0 0.4 0.2
H -7.03838 -0.30483 2.85866 -0.9 -0.1 0.6
H -5.36374 0.18200 2.96341 0.0 -0.3 0.2
H -5.24372 -3.42154 4.24650 -0.3 0.9 -0.7
H -6.68984 -2.45344 4.37550 -0.1 0.5 0.5
H -5.01591 -1.67671 4.54441 -0.2 0.2 0.7
H -6.42354 -3.89523 2.01009 -0.2 0.9 -0.3
H -6.82817 -2.66074 0.77939 0.2 0.0 0.3
H -7.68831 -2.72560 2.27753 -0.7 0.3 0.4
H -3.36910 -3.71030 2.56904 -0.5 0.6 -0.5
C -0.76609 3.70737 -4.19405 0.0 -3.1 0.0
C 0.55876 4.38602 -4.45012 1.6 0.8 0.4
C 1.21080 3.83730 -5.72106 -0.4 0.2 -1.4
C 0.49218 5.94661 -4.54588 -1.2 -0.9 -0.7
C 0.23296 6.60159 -3.18891 1.4 0.3 -0.6
C 1.31761 6.22528 -2.22015 -0.4 -0.5 0.1
C 1.43328 4.69765 -2.02751 0.2 0.0 -1.2
C 2.74420 4.57152 -1.26600 0.4 -1.1 -0.2
C 0.24323 4.08698 -1.25901 0.7 2.1 0.6
N 1.59888 4.11310 -3.42627 0.4 0.0 1.1
O 1.68730 2.67895 -3.34090 0.1 1.1 0.6
H -1.50661 4.26314 -3.65606 -0.4 0.5 0.1
H -1.15618 3.31275 -5.14855 -0.3 0.6 0.2
H -0.63120 2.69056 -3.63103 -0.1 2.0 -0.7
H 2.23270 4.27424 -5.88297 -0.9 -0.5 0.3
H 1.24439 2.72934 -5.71591 0.2 0.7 0.0
H 0.56830 4.12452 -6.59431 0.5 -0.2 0.5
H 1.43849 6.28431 -5.01515 -0.5 0.0 0.4
H -0.36733 6.16863 -5.24777 1.0 0.0 0.6
H 0.36567 7.66265 -3.31064 -0.7 0.7 -0.2
H -0.71788 6.36399 -2.79641 -1.3 -0.1 0.2
H 1.19783 6.61829 -1.21317 -0.5 0.3 0.1
H 2.21027 6.73854 -2.59729 0.4 -0.8 0.1
H 2.94758 3.53925 -0.95684 0.1 0.1 -0.1
H 2.83846 5.20907 -0.39291 -0.6 0.1 0.3
H 3.51911 4.94442 -1.92102 0.4 -0.3 -0.3
H 0.21293 3.03421 -1.22572 0.4 -1.3 0.0
H -0.71020 4.41607 -1.62903 -0.4 0.3 -0.3
H 0.34267 4.49269 -0.24049 -0.2 -0.4 0.0
H 2.62616 2.42903 -3.45608 0.0 0.0 0.2
C 3.15972 -4.22331 -3.15572 -0.9 -0.4 -1.0
C 3.88619 -3.68659 -1.93167 0.4 0.8 -0.2
C 2.80070 -3.23339 -0.89957 1.2 -0.3 -0.5
C 4.93175 -4.69568 -1.31588 -1.1 2.1 0.6
C 6.19015 -4.87247 -2.07126 0.9 -1.7 -0.2
C 6.88001 -3.59060 -2.28759 -0.3 1.2 -0.8
C 5.94560 -2.58035 -2.98703 2.1 0.4 0.7
C 6.65069 -1.17908 -2.91057 -0.5 -1.4 -0.6
C 5.73573 -2.91246 -4.45357 0.6 1.1 -0.7
N 4.72421 -2.45404 -2.20083 -0.7 -0.9 0.4
O 3.90170 -1.37386 -2.58553 0.0 0.7 0.3
H 2.95285 -3.44129 -3.90398 0.0 0.1 0.4
H 3.71787 -4.96448 -3.73520 0.0 -0.2 0.3
H 2.14837 -4.64604 -2.91032 1.0 0.2 0.0
H 3.27062 -2.47392 -0.27757 -0.1 -0.2 0.4
H 1.90323 -2.77657 -1.33107 0.3 -0.3 -0.2
H 2.54269 -4.13933 -0.36474 -0.3 0.0 0.5
H 5.22320 -4.16772 -0.39742 -0.2 -0.5 0.3
H 4.51833 -5.65564 -1.11868 -0.8 -0.6 0.4
H 6.86611 -5.50242 -1.45781 -0.4 -0.1 -0.4
H 6.00345 -5.42233 -3.00115 0.1 0.1 -0.1
H 7.73269 -3.67443 -2.95193 0.3 -0.2 0.0
H 7.24381 -3.19648 -1.34009 -0.1 0.2 0.1
H 7.71854 -1.09136 -3.14874 -0.2 -0.6 0.2
H 6.38631 -0.74247 -1.98192 0.1 0.5 1.0
H 6.12243 -0.67347 -3.66268 -0.5 1.4 -1.0
H 6.67031 -2.77372 -5.07547 -0.8 -0.1 0.8
H 5.06713 -2.08447 -4.73184 -0.2 -0.6 -0.8
H 5.33417 -3.89516 -4.67540 -0.2 0.0 0.1
H 3.46921 -1.44750 -3.45184 0.1 -0.8 -0.5
C -1.33588 -6.43484 5.21255 1.5 0.0 0.2
C -0.95646 -5.11872 5.83977 1.1 0.5 -0.1
C -1.86146 -5.02946 7.10571 0.4 0.8 -0.6
C 0.58718 -5.15223 6.14467 -0.9 -1.3 1.7
C 1.06633 -3.82789 6.70929 -1.1 0.4 -1.0
C 0.78997 -2.73469 5.71512 0.9 1.1 -1.1
C -0.60959 -2.61824 5.11368 -0.6 -0.2 2.5
C -1.54358 -1.85792 6.12940 2.1 -0.8 1.0
C -0.60655 -1.82029 3.85547 -0.3 -0.7 -1.2
N -1.03461 -4.03911 4.85492 0.6 1.2 -0.1
O -2.25382 -4.00053 4.23296 -1.4 -0.5 -1.3
H -0.84475 -7.18142 5.82988 0.0 -0.4 -0.1
H -2.35405 -6.60753 5.25989 -2.2 -0.3 0.2
H -1.06993 -6.54789 4.18991 0.7 0.0 -0.9
H -1.32705 -4.46494 7.85275 -0.2 0.3 0.5
H -2.84039 -4.54608 6.87988 0.6 -0.4 0.2
H -2.02714 -6.03288 7.48373 -0.1 0.0 0.1
H 0.67419 -5.93449 6.91830 0.2 0.2 0.0
H 1.14270 -5.58939 5.29745 -0.2 0.8 0.0
H 0.54719 -3.52967 7.61177 -0.3 -0.5 0.5
H 2.09593 -3.71887 6.94215 1.1 -0.6 0.2
H 1.46314 -2.81227 4.86261 0.2 -0.5 -0.3
H 1.15606 -1.80135 6.15223 -0.6 0.4 0.1
H -2.58435 -2.02527 5.92083 -0.5 -0.2 0.3
H -1.35783 -0.78336 6.17921 0.0 0.1 -0.7
H -1.15062 -2.17147 7.12640 -1.2 -0.1 -0.3
H 0.15256 -1.06210 3.89728 0.6 0.3 -0.1
H -1.54335 -1.29133 3.69991 -0.3 -0.2 -0.1
H -0.44388 -2.53052 3.02901 0.1 0.6 -0.1
H -2.95752 -3.81015 4.85827 -0.3 0.2 0.6
C -2.86837 -1.99321 -5.03638 2.1 2.9 -2.8
C -3.69319 -0.71544 -5.21944 -0.3 -0.7 1.8
C -3.85524 -0.09084 -3.81433 0.0 0.4 1.0
C -2.96425 0.24320 -6.13420 -1.1 -0.6 -1.7
C -3.83175 1.42071 -6.54117 -0.2 -0.9 -1.6
C -5.03093 0.76328 -7.29512 -0.4 1.3 0.3
C -5.87207 -0.03887 -6.27610 -1.5 1.8 0.2
C -6.59433 0.94971 -5.20622 1.0 0.7 -1.3
C -7.04163 -0.64975 -7.01790 0.7 0.2 -1.4
N -5.00317 -1.08608 -5.80851 1.5 0.4 -0.7
O -5.64591 -1.90534 -4.91408 -1.1 -0.9 1.3
H -2.75637 -2.44193 -6.03685 0.2 -0.1 0.4
H -1.88810 -1.60864 -4.66777 -0.4 -0.6 -0.4
H -3.21346 -2.67652 -4.37843 -1.5 -2.0 2.2
H -4.36478 0.86697 -3.90784 0.2 0.1 0.3
H -4.38944 -0.64926 -3.01672 -0.2 -0.2 -1.1
H -2.89457 0.05152 -3.28845 0.0 0.3 -0.7
H -1.98766 0.48845 -5.85666 1.4 0.6 1.4
H -2.74561 -0.29121 -7.07720 -0.3 -0.1 0.2
H -4.16787 2.02550 -5.72448 -0.2 0.3 0.5
H -3.27722 2.07872 -7.20955 0.1 0.0 -0.1
H -4.69614 0.03584 -8.03958 0.3 0.1 0.0
H -5.63883 1.52316 -7.88144 0.4 -0.8 1.0
H -6.93982 0.40467 -4.35210 -0.1 -0.3 0.5
H -7.43723 1.51971 -5.64844 0.1 -0.9 -0.2
H -5.97605 1.81593 -4.92664 0.2 -0.7 0.4
H -7.49360 0.21892 -7.52640 -0.3 -0.7 0.1
H -7.75053 -1.15849 -6.39378 -0.3 -0.2 0.4
H -6.64361 -1.34631 -7.78334 -0.4 0.2 0.3
H -5.69399 -2.79259 -5.29272 0.1 0.3 -0.2
C 4.19630 -1.89078 2.40486 -1.5 -0.5 0.2
C 5.06955 -0.65811 2.31828 0.3 1.5 1.0
C 6.44090 -1.02702 2.83259 1.1 0.0 -0.1
C 5.19781 -0.09789 0.89537 1.2 -1.3 -0.4
C 3.92063 0.55842 0.48498 -0.7 0.1 0.5
C 3.74777 1.76588 1.48814 -3.2 -0.6 -1.8
C 3.55828 1.30015 2.94123 0.0 1.6 0.5
C 3.67988 2.64991 3.77544 0.3 -1.5 0.9
C 2.21529 0.58391 3.30245 0.3 1.1 -0.3
N 4.75111 0.53885 3.19242 0.4 -1.0 -0.6
O 4.78312 0.09354 4.54133 0.0 1.3 1.1
H 4.66880 -2.63844 1.78769 0.4 -0.4 -0.2
H 4.21555 -2.28866 3.44502 -0.4 0.3 -0.7
H 3.13728 -1.85814 1.98408 1.2 0.4 0.8
H 7.00134 -0.07401 2.92324 0.1 -0.7 -0.4
H 6.47834 -1.46128 3.84602 -0.3 -0.1 -0.6
H 6.87504 -1.71420 2.08850 0.3 0.2 0.4
H 6.01543 0.64536 0.87704 -0.2 -0.2 0.1
H 5.55056 -0.93245 0.21402 -0.6 0.7 0.6
H 3.95781 0.86846 -0.55582 0.0 0.4 -0.1
H 3.07408 -0.20646 0.49966 0.8 1.2 0.3
H 2.80215 2.33699 1.14608 1.3 -0.7 0.7
H 4.56504 2.47737 1.43089 0.3 -0.2 -0.1
H 2.92587 3.30283 3.41817 -0.6 0.9 -0.7
H 4.69828 3.12972 3.73335 -1.0 -0.6 0.0
H 3.33444 2.48781 4.82264 0.7 0.0 -0.4
H 2.35153 -0.12897 4.10592 0.3 -0.1 0.2
H 1.85864 0.03300 2.43685 -0.4 0.1 -0.1
H 1.48186 1.34172 3.67132 0.3 -0.6 -0.6
H 5.04859 0.92981 5.00968 -0.2 -1.3 -0.5
C -4.16373 2.33052 6.78452 0.4 -1.3 0.0
C -3.19000 2.89761 5.70761 -0.9 -0.2 1.3
C -2.80174 1.83158 4.67276 0.1 1.1 -1.3
C -3.94422 4.13104 5.21650 0.5 1.4 -1.0
C -3.06738 5.11529 4.44378 -0.2 -1.4 -1.1
C -1.88684 5.54419 5.24156 -0.4 -0.7 1.6
C -1.05373 4.30261 5.69509 -1.2 1.0 -0.3
C -0.33528 3.67839 4.49477 -0.4 -1.8 0.1
C -0.04037 4.84449 6.66295 0.4 2.0 -0.7
N -2.01666 3.40560 6.43208 1.1 1.0 -0.2
O -1.21839 2.31610 6.83521 0.2 -0.9 0.2
H -5.06263 1.85422 6.39764 -0.2 0.4 -0.7
H -3.77800 1.49138 7.37204 0.6 0.2 0.0
H -4.48400 3.08961 7.47226 0.0 0.5 0.3
H -1.90613 1.30667 4.97288 0.3 0.1 0.1
H -3.54329 1.05056 4.60720 -0.6 0.0 -0.4
H -2.58231 2.32218 3.66458 -0.5 -0.9 1.2
H -4.76186 3.86876 4.54170 -0.2 -0.3 0.4
H -4.30359 4.79391 6.00711 -0.4 -0.9 0.6
H -2.77427 4.53994 3.56768 0.4 0.3 -0.5
H -3.67631 5.91105 4.05437 -0.2 0.6 0.0
H -2.25615 6.03908 6.17548 0.3 -0.3 -0.6
H -1.24457 6.24928 4.76323 0.5 0.5 -0.6
H 0.00303 2.65043 4.76373 -0.7 0.4 -0.2
H 0.62192 4.09879 4.25113 0.2 1.0 -0.1
H -0.98830 3.64588 3.60255 0.6 -0.1 0.4
H -0.49806 5.56523 7.37338 0.2 -0.6 -0.2
H 0.65828 5.44838 6.00898 -0.5 -0.5 1.0
H 0.52153 4.10337 7.17156 0.5 -0.7 0.5
H -1.27310 2.30476 7.79140 -0.1 0.1 0.2
C 3.25696 -2.19684 -7.47863 -0.4 1.9 -0.1
C 2.18879 -1.47646 -6.65605 -0.8 -1.6 0.4
O 2.71639 -0.87081 -5.50080 0.7 0.0 -0.1
H 3.95606 -1.42954 -7.85085 -0.1 -0.3 0.1
H 2.71832 -2.57299 -8.33785 0.2 -0.6 -0.2
H 3.83385 -2.91821 -6.92060 -0.2 -0.4 0.1
H 1.41673 -2.22851 -6.29174 0.6 0.6 -0.7
H 1.64029 -0.72852 -7.24933 0.3 -0.2 -0.1
H 1.93322 -0.51563 -5.08611 -0.4 0.7 1.1
C 5.32887 3.25844 -3.80610 -1.0 0.4 -0.4
C 5.27716 1.98282 -3.03295 1.5 0.6 -0.2
O 4.03651 1.41050 -3.25602 -0.6 -1.2 -0.5
H 5.83289 3.98818 -3.23343 0.5 1.1 0.6
H 4.29281 3.56061 -3.94566 0.0 0.5 -0.1
H 5.80095 3.22125 -4.77115 0.2 -0.4 -0.5
H 5.35587 2.25431 -1.98051 0.4 -0.4 0.3
H 6.16542 1.42862 -3.39870 -0.7 -0.5 0.7
H 4.02053 0.46764 -3.01360 0.1 0.2 0.2
C 0.77795 0.15134 -1.31664 -0.7 0.2 -0.4
C 0.01408 -0.01963 -2.63168 0.7 1.7 1.4
O 0.78579 0.39175 -3.70813 0.8 -2.2 -2.1
H 0.06530 0.13267 -0.48580 0.1 0.2 0.1
H 1.29712 1.11799 -1.39685 0.1 -0.5 0.5
H 1.43883 -0.69082 -1.20064 0.7 0.0 0.1
H -0.83030 0.62196 -2.61192 -1.3 0.5 0.3
H -0.33011 -1.01982 -2.68217 -0.2 -1.2 -0.8
H 0.90361 1.34234 -3.84499 -0.3 0.3 0.8
```
Forces are in eV/Å.

---

No. 2
Formula: C15H19N3O2S
Source: the OMol25 dataset
Level of theory: wB97M-V/def2-TZVPD

Results
Gap between HOMO and LUMO: 0.3395 Ha
Calculated total energy: -1295.419484 hartree
ΔE to the lowest compared entry with this formula, charge and spin: 15.332 eV
Total charge: 0
Largest force on an atom: 16.8 eV Å⁻¹

The geometry in XYZ format:
```
40
Properties=species:S:1:pos:R:3:forces:R:3
C -2.13273 2.51333 3.14583 5.6 -2.5 4.5
C -0.76609 2.40461 2.54331 2.9 1.0 -1.3
O -0.03391 3.61344 2.85832 -6.0 0.4 2.0
C 1.26601 3.69675 2.79079 2.1 2.9 0.8
C 1.53914 3.90005 1.31888 11.4 -6.8 7.6
C 1.62953 2.60431 0.69457 3.3 -0.4 4.6
N 1.10072 2.43849 -0.33251 -6.1 1.7 -10.9
N 1.12753 1.33050 -1.16167 1.1 -0.5 3.4
C 1.76171 0.48493 -0.38781 0.8 -3.3 -0.7
N 1.93551 -0.95970 -0.60296 1.9 3.0 3.9
C 1.90707 -1.62398 -1.79070 -9.0 13.1 -1.1
O 2.18396 -2.66354 -1.83388 5.8 -15.7 -1.3
C 0.69398 -1.01073 -2.82226 12.7 -0.3 -3.7
H 1.36600 -0.05759 -3.04491 -2.7 -0.9 0.1
H 0.94224 -1.58080 -3.78838 -1.0 0.3 1.5
C -0.53286 -0.96698 -2.27597 -6.5 -6.3 -4.2
C -1.18222 -2.35769 -1.80508 4.6 9.7 4.0
C -1.17390 -2.53556 -0.43791 -1.1 0.3 -3.8
C -1.52671 -3.79897 -0.21814 0.6 2.9 13.5
C -1.75409 -4.81189 -0.88008 2.5 7.4 -12.1
C -1.78442 -4.46720 -2.35445 2.4 -2.4 4.3
C -1.17450 -3.29051 -2.66391 -2.9 -5.1 -9.2
H -1.14288 -3.15946 -3.86453 0.5 0.4 2.9
H -1.83332 -5.38403 -2.88415 -0.4 -0.1 -1.6
H -2.12546 -5.59824 -0.84000 -5.5 -12.8 2.7
H -1.65372 -3.98647 0.93647 0.3 0.2 -1.5
H -1.11370 -1.74691 0.24191 0.3 0.8 1.1
H -0.57966 -0.18587 -1.77390 -1.1 6.5 6.0
H -1.11640 -0.65284 -3.15699 -0.7 -0.1 0.1
H 2.49527 -1.51417 0.15750 -1.4 1.6 -1.8
S 2.44718 1.11085 1.08294 0.6 -0.9 0.9
H 2.73610 4.27849 1.28840 -2.5 -0.9 0.1
H 1.19844 4.57599 0.82496 -5.4 7.6 -5.5
H 1.55054 4.62973 3.42738 -0.2 -1.4 -1.1
H 1.72560 2.85201 3.31873 0.7 -0.3 -0.6
H -0.02540 1.62989 2.96633 -1.7 0.1 -0.9
H -0.79071 2.49310 1.38722 -0.3 -1.3 1.7
H -2.51518 3.32580 2.85613 -3.2 6.3 -2.9
H -2.64812 1.71111 2.82451 -2.2 -2.8 -0.2
H -2.00054 2.75973 4.25602 -0.4 -1.4 -1.2
```
Forces are in eV/Å.